ORCA calculation (ωB97M-V/def2-TZVPD) on a 3-piece molecular cluster, C16H15BF4N2O9 overall at a distorted geometry.

Structure (XYZ):
```
47
Properties=species:S:1:pos:R:3:forces:R:3
H 1.590 2.623 -5.036 -2.1 -1.0 0.1
H -1.810 1.421 -5.111 -1.2 -1.7 1.0
H 1.674 2.042 1.539 0.2 -0.2 0.0
C -2.565 0.669 -4.629 -2.0 -1.5 -1.8
H 4.822 -1.674 2.563 -0.1 0.2 -0.3
C 2.433 0.696 3.042 0.2 0.1 0.0
C -2.520 -0.983 2.089 0.0 0.0 0.1
O -0.148 0.404 4.394 -1.1 -0.2 -1.4
C -2.108 -1.513 4.430 0.0 0.0 0.0
H -4.048 -2.157 1.121 0.2 0.1 0.2
C -3.788 -2.729 3.183 0.1 0.1 0.0
B 0.704 1.803 -3.461 2.5 -1.0 -1.0
C 3.314 -0.348 3.327 0.0 0.1 -0.5
H 3.360 -0.761 4.332 0.0 0.1 -0.2
O -2.764 2.309 -2.584 3.5 -3.0 -1.1
H -2.310 -0.402 1.193 0.1 0.0 0.3
C 3.189 0.729 0.744 0.0 0.0 0.0
C -1.399 2.838 -2.745 1.5 7.8 -3.1
N -0.767 0.261 3.330 0.7 0.8 -0.1
H -1.576 -1.348 5.364 0.0 0.1 -0.3
C -3.097 -2.498 4.373 0.1 0.2 -0.3
C -3.504 -1.972 2.044 0.2 0.1 0.3
H -4.552 -3.503 3.141 0.2 0.2 0.0
O -0.555 0.918 2.300 -0.4 -0.9 1.6
F -2.138 -0.067 -2.168 -2.1 3.3 -2.8
H 1.629 -1.006 -4.377 -0.6 0.9 2.1
H 0.165 -0.567 -3.189 2.1 -0.4 -0.3
H 3.126 1.159 -0.254 0.2 -0.3 0.2
O 0.631 2.338 -4.837 1.6 -0.1 3.4
F -4.337 0.548 -2.852 4.9 1.4 -0.3
C 4.078 -0.314 1.035 -0.6 0.3 0.7
F -2.204 -0.770 -4.896 -1.0 4.7 1.1
H -3.326 -3.090 5.257 0.1 0.2 -0.2
O -0.158 2.170 -2.323 -3.1 -0.1 -3.3
O 5.721 -1.767 0.275 -1.1 1.3 -0.5
O 1.816 0.820 -3.204 -3.3 1.8 -0.4
C 1.327 -0.563 -3.332 -0.1 -0.8 0.7
O 4.901 -0.300 -1.135 0.1 -0.8 1.5
O -1.312 4.086 -3.287 -0.9 -8.9 4.0
N 4.962 -0.831 -0.017 0.8 -0.5 -0.9
C 2.365 1.231 1.754 0.4 -0.3 0.0
H 1.819 -1.187 -2.441 -1.1 1.3 -2.1
H 1.795 1.096 3.828 0.3 -0.1 -0.3
C -2.883 0.916 -3.040 -2.4 -2.1 1.8
C 4.140 -0.860 2.324 0.0 0.0 -0.1
F -3.873 0.894 -5.348 4.0 -0.6 2.2
C -1.820 -0.761 3.283 -0.7 -0.7 -0.1
```
Forces are in eV/Å.

The LUMO energy comes out at -0.03789 hartree. The SMILES is COB(O)OC(=O)OC(F)(F)C(F)F.O=[N+]([O-])c1ccccc1.O=[N+]([O-])c1ccccc1. Its multiplicity is 1. As for the HOMO energy: -9.79 eV.

Computed natural (NBO) charges, given in elementary charges: 0.525 0.230 0.232 0.469 0.246 -0.181 -0.202 -0.384 -0.204 0.229 -0.172 1.365 -0.220 0.222 -0.469 0.252 -0.212 0.941 0.506 0.249 -0.213 -0.211 0.223 -0.375 -0.339 0.200 0.179 0.250 -0.942 -0.321 0.077 -0.334 0.226 -0.696 -0.380 -0.769 -0.271 -0.379 -0.500 0.503 -0.207 0.213 0.246 0.855 -0.209 -0.335 0.087